The following is a quantum chemistry calculation of a structure of composition C3H6IN2O4S2, from OMol25.

Output
HOMO level	-5.36	eV
orbital gap	8.15	eV
E	-1622.46465	hartree
total charge	-1
F_max	2.32	eV/A

CARTESIAN COORDINATES (ANGSTROEM)
C -0.53653 1.22633 -1.94920
C -0.99698 0.41421 -0.79788
C -1.52956 -0.96125 -1.10564
N -1.01490 0.81085 0.41608
S 0.45916 1.03506 1.12144
O 0.24678 1.13104 2.52913
O 1.06601 2.21396 0.56604
N 1.36588 -0.22304 0.64593
S 1.55316 -1.35829 1.76953
O 0.32774 -1.87854 2.28406
O 2.38120 -2.35887 1.17910
I 2.90391 -0.48687 3.60265
H -0.05429 2.14802 -1.65336
H 0.13372 0.61496 -2.54968
H -1.37286 1.47407 -2.60096
H -1.00303 -1.37290 -1.95936
H -1.32845 -1.55152 -0.22240
H -2.60097 -0.87720 -1.27551

=====

The following is a quantum chemistry calculation of the molecule C3H6INO2, from OMol25.

Output
energy relative to the best compared isomer or geometry (same formula, charge and spin)	10.0	kcal/mol
HOMO level	-9.63	eV
SMILES	C[C@](O)(I)C(N)=O
orbital gap	9.52	eV
E	-620.83641	hartree
F_max	5.70	eV/A

CARTESIAN COORDINATES (ANGSTROEM)
C -0.31453 -1.29396 -0.65970
C 0.45919 -0.08133 -0.53850
O 0.69642 0.51879 -1.83738
I 2.56818 -0.55998 0.23048
C -0.23277 0.99740 0.36767
N -0.41000 0.66339 1.61326
O -0.70846 1.98024 -0.15602
H -0.42984 -1.84128 0.39969
H 0.11902 -2.02760 -1.20663
H -1.36023 -1.09771 -0.87876
H 0.18082 1.28884 -1.64901
H 0.18254 0.02335 2.14539
H -0.75034 1.42985 2.16952

=====

The following is a quantum chemistry calculation of a cluster of 2 separate species, C3H6INO2 in total, from OMol25.

Output
energy relative to the best compared isomer or geometry (same formula, charge and spin)	56.7	kcal/mol
HOMO level	-7.46	eV
orbital gap	7.79	eV
E	-620.76200	hartree
F_max	4.11	eV/A

CARTESIAN COORDINATES (ANGSTROEM)
C -2.35555 1.60543 0.49620
C 1.71485 -0.54779 -0.70686
C -0.82850 -0.55699 0.19113
N 0.52235 0.05610 -0.03805
O -1.45220 2.31299 0.28004
O -3.36408 1.09127 0.72314
I -0.39023 -1.91162 1.80829
H 1.34317 -1.16556 -1.52975
H 2.43258 0.21169 -0.89964
H 2.10563 -1.29572 0.06434
H -1.01874 -1.05701 -0.71761
H 0.45947 1.04287 -0.56447
H 0.83126 0.21434 0.89323